The following is a DFT calculation (ωB97M-V/def2-TZVPD) of one molecule with the formula C5H8O2.

Last column: Löwdin charge in e.
Atoms and positions in Å:
O -0.5389 -1.9983 -1.3340  0.0288
C 0.3936 -1.3479 -0.6744  -0.0844
C 0.2397 0.8321 1.0596  -0.1870
C -0.5981 -0.2274 1.7358  -0.2900
O -1.6520 -0.6640 1.3368  0.0345
C -0.0119 1.0751 -0.4320  -0.1975
C 0.5902 -0.0155 -1.3487  -0.2196
H -0.7202 -2.8106 -0.8365  0.1105
H 1.2885 0.5776 1.2508  0.1173
H 0.0361 1.7510 1.6291  0.1214
H -0.1967 -0.5661 2.7142  0.1216
H 0.4395 2.0376 -0.6967  0.1083
H -1.0886 1.1585 -0.6193  0.1168
H 0.1464 0.0482 -2.3524  0.1091
H 1.6723 0.1494 -1.4324  0.1099

Computed properties:
Kohn-Sham gap (eV): 9.34
Total charge: 0
Lowest unoccupied orbital energy (eV): 0.8
Largest force on an atom (Eh/bohr): 0.0094